# 1
Density functional theory data (the ωB97M-V functional and the def2-TZVPD basis) for a structure of composition C26H24BF4N2O2ReTe.

```
! wB97M-V def2-TZVPD RIJCOSX def2/J DEFGRID3
* xyz 1 2
Re 0.04082 -0.20451 -0.00998
C 1.54086 2.81512 0.47144
O 1.39884 1.71259 -0.44235
C 2.48834 1.37706 -1.21510
C 3.54695 2.23819 -1.45048
C 4.60041 1.82210 -2.24783
C 4.60185 0.54786 -2.80156
C 3.53065 -0.29666 -2.58128
C 2.46287 0.12248 -1.79793
N 1.28960 -0.67808 -1.56204
N 1.18485 -1.67273 -2.36705
C 0.09573 -2.41806 -2.53981
C -1.15870 -2.07054 -1.99813
O -1.26433 -1.08275 -1.13517
C -2.32424 -2.74161 -2.39924
C -2.23249 -3.78177 -3.27255
C -0.98720 -4.21477 -3.81840
C -0.92603 -5.29774 -4.71556
C 0.27502 -5.70054 -5.23563
C 1.45124 -5.02684 -4.87479
C 1.41320 -3.96513 -4.00152
C 0.19379 -3.53984 -3.46138
H 2.48149 2.73907 1.01281
H 0.71191 2.74223 1.16682
H 1.48431 3.75561 -0.07123
H 3.55266 3.23164 -1.02426
H 5.42209 2.50197 -2.43364
H 5.43409 0.21631 -3.40716
H 3.51212 -1.29061 -3.00162
H -3.26977 -2.42124 -1.98245
H -3.13075 -4.31670 -3.55957
H -1.84333 -5.80575 -4.98886
H 0.31974 -6.53933 -5.91739
H 2.39901 -5.34573 -5.28828
H 2.32294 -3.45280 -3.71949
F 1.47000 -2.55522 0.83057
B 2.28019 -2.23058 1.85212
F 1.84585 -2.36716 3.08592
F 3.50933 -1.83883 1.58206
F 1.17220 0.00508 1.48654
C -2.82901 4.37393 6.01839
C -2.58033 3.49234 4.82532
C -1.79138 2.35693 4.92202
C -1.60291 1.49275 3.84704
C -0.75534 0.25997 4.03955
C -2.24233 1.79836 2.63619
Te -2.28788 0.39594 1.06638
C -3.01312 2.96642 2.49561
C -3.67699 3.34203 1.19245
C -3.16430 3.79115 3.59852
H -2.17853 4.11483 6.85278
H -3.86289 4.26585 6.35332
H -2.67736 5.42544 5.77052
H -1.31218 2.12257 5.86695
H -0.25142 0.28728 5.00552
H 0.00604 0.17705 3.26782
H -1.36408 -0.64578 4.00798
H -2.97853 3.27537 0.35738
H -4.05966 4.36131 1.23287
H -4.51763 2.67853 0.97499
H -3.75630 4.69594 3.50186
*
```

Computed properties:
Molecular weight in g/mol: 797.10
HOMO (alpha / beta) in eV: -10.9 / -10.9
DFT total energy in eV: -55393.961

---

# 2
Density functional theory data (the ωB97M-V functional and the def2-TZVPD basis) for a structure of composition C32H33N7O5Ti.

```
! wB97M-V def2-TZVPD RIJCOSX def2/J DEFGRID3
* xyz -2 1
Ti 0.20243 -0.52014 -1.06827
C 2.30339 0.55760 -4.52040
C 2.15245 0.29878 -3.04447
O 1.08605 -0.34173 -2.69792
C 3.13955 0.65856 -2.15332
C 3.21241 0.13403 -0.82758
C 4.50489 0.20122 -0.06691
N 2.19933 -0.52855 -0.35758
N 2.45175 -1.45464 0.67039
C 1.63438 -2.43199 0.43898
O 0.80160 -2.47024 -0.54412
C 1.74055 -3.65011 1.30658
C 2.54457 -3.66788 2.44054
C 2.65369 -4.82288 3.20490
C 1.96137 -5.97314 2.84064
C 1.15188 -5.95521 1.71567
C 1.03860 -4.79239 0.95376
H 1.44145 0.14812 -5.04306
H 3.22150 0.10396 -4.90104
H 2.34675 1.63296 -4.71469
H 3.99128 1.20854 -2.53277
H 5.25492 0.75026 -0.63652
H 4.86939 -0.80292 0.14970
H 4.34484 0.69602 0.89530
H 3.07515 -2.76187 2.70470
H 3.28050 -4.82568 4.08945
H 2.05213 -6.87565 3.43469
H 0.60639 -6.84616 1.42539
H 0.41025 -4.74703 0.07293
C -0.39103 2.78385 -5.74001
C -0.82654 1.86618 -4.58868
O -0.86491 0.65877 -4.81845
C -1.18034 2.56570 -3.38274
C -1.74834 2.06283 -2.21314
C -2.54873 3.04073 -1.38256
N -1.66161 0.80567 -1.79866
N -2.68291 0.42661 -0.94174
C -2.51009 -0.80245 -0.62245
O -1.45374 -1.49597 -0.98305
C -3.54103 -1.49125 0.19180
C -3.38077 -2.84013 0.49088
C -4.30824 -3.50363 1.29100
C -5.39821 -2.82338 1.81261
C -5.55805 -1.47277 1.51810
C -4.64176 -0.81588 0.70695
H -0.58128 2.27038 -6.68260
H 0.68324 2.97990 -5.66628
H -0.91124 3.74417 -5.72807
H -1.15349 3.64616 -3.45684
H -2.36292 4.06202 -1.71487
H -2.28448 2.95627 -0.32589
H -3.61456 2.82289 -1.47340
H -2.50263 -3.33960 0.09905
H -4.17037 -4.55607 1.51329
H -6.12240 -3.33824 2.43260
H -6.40608 -0.92858 1.91848
H -4.76696 0.22993 0.45474
N 0.53681 1.42133 -0.43445
C 0.86324 2.20825 0.41061
C 1.22389 3.12953 1.34045
C 2.61717 3.30105 1.71473
C 2.99241 4.26413 2.61949
C 2.06692 5.12780 3.23462
C 0.70860 4.95384 2.90346
C 0.27810 4.00467 2.01004
H 3.35938 2.65273 1.26431
H 4.04655 4.35450 2.86891
H 2.38359 5.88458 3.94156
H -0.03718 5.58028 3.38675
H -0.78036 3.88540 1.81283
N -1.55309 -1.40657 3.02044
C -1.17384 -0.40465 2.13991
N -1.83125 0.79644 2.27259
O -0.24986 -0.56096 1.36991
H -2.52654 -1.42459 3.28587
H -1.20951 -2.30571 2.71599
H -2.80534 0.73143 2.52900
H -1.69362 1.37053 1.44788
*
```

Computed properties:
Molecular weight in g/mol: 643.53
HOMO in eV: 1.4
DFT total energy in eV: -77505.106

---

# 3
Density functional theory data (the ωB97M-V functional and the def2-TZVPD basis) for a structure of composition C19H36BN5O.

```
! wB97M-V def2-TZVPD RIJCOSX def2/J DEFGRID3
* xyz 0 1
B 8.46015 1.11993 0.20392
C 6.95815 0.73800 -0.01367
C 6.05725 1.98750 0.07191
C 4.76782 1.79142 -0.68470
N 3.63127 1.29071 0.06952
O 4.65891 2.01184 -1.87142
H 8.68799 2.06405 0.89663
H 9.34701 0.49273 -0.28227
H 6.72957 0.06375 0.81460
H 6.82488 0.21568 -0.95557
H 6.56939 2.84547 -0.34834
H 5.83252 2.18414 1.11483
H 3.83734 0.33540 0.35036
H 3.61802 1.80956 0.94278
C 0.56632 1.97604 -1.50990
C -0.64651 1.19755 -2.01414
C -1.70175 1.02741 -0.91775
C -1.12764 0.30752 0.21686
N -0.59718 -0.23259 1.07926
H 1.06597 1.45260 -0.69812
H 1.30183 2.10407 -2.30285
H 0.27890 2.96864 -1.15226
H -0.32950 0.21798 -2.36795
H -1.10113 1.70722 -2.86371
H -2.55924 0.47232 -1.28618
H -2.05130 2.00044 -0.56588
C -6.40589 -1.52319 -3.46386
C -5.60158 -2.81533 -3.54668
C -4.37684 -2.81369 -2.62514
C -3.44933 -1.73599 -2.97270
N -2.73484 -0.87960 -3.24536
H -5.81343 -0.66557 -3.78571
H -7.28333 -1.57670 -4.10712
H -6.74823 -1.33821 -2.44388
H -5.27862 -2.98245 -4.57550
H -6.23596 -3.65855 -3.27029
H -3.83751 -3.75824 -2.69389
H -4.68121 -2.67831 -1.58595
C -4.29086 -0.31623 1.90183
C -4.90329 1.02932 1.53217
C -6.14420 1.36980 2.36424
C -7.19913 0.37431 2.16502
N -8.00970 -0.42277 2.00897
H -4.99144 -1.13381 1.72244
H -3.40179 -0.50373 1.30373
H -3.99970 -0.34162 2.95286
H -5.17116 1.03342 0.47331
H -4.16204 1.81772 1.67609
H -6.54163 2.34565 2.08532
H -5.89723 1.40044 3.42611
C 2.70972 -0.68933 2.26964
C 3.65312 -1.87576 2.11890
C 4.97053 -1.68072 2.87746
C 5.68209 -0.50651 2.36797
N 6.21812 0.42802 1.97101
H 3.15782 0.22331 1.87254
H 1.77942 -0.85714 1.73050
H 2.46263 -0.51296 3.31802
H 3.87416 -2.03877 1.06202
H 3.16595 -2.78088 2.48394
H 5.62051 -2.54834 2.76342
H 4.78585 -1.53694 3.94263
*
```

Computed properties:
Molecular weight in g/mol: 361.34
HOMO in eV: -9.2
DFT total energy in eV: -30456.844

---

# 4
Density functional theory data (the ωB97M-V functional and the def2-TZVPD basis) for an isolated molecule of C4H10N2O.

```
! wB97M-V def2-TZVPD RIJCOSX def2/J DEFGRID3
* xyz 0 1
N -0.79853 0.74264 2.71545
C -0.52338 -0.32030 1.63310
C -1.22601 0.12210 0.35466
C -0.54170 1.09094 -0.73324
N 0.68373 0.42531 -1.13686
C 0.78501 -0.91657 -1.56884
O 1.86936 -1.41271 -1.84466
H -0.33392 1.55196 2.45656
H -0.58955 0.36823 3.62752
H 0.56880 -0.48433 1.57857
H -1.06005 -1.22409 1.90113
H -1.53808 -0.79371 -0.15113
H -2.07299 0.82648 0.66301
H -0.27242 2.08545 -0.14457
H -1.20698 1.31733 -1.48626
H 1.50237 1.09571 -1.09000
H -0.11198 -1.47408 -1.76174
*
```

Computed properties:
Molecular weight in g/mol: 102.14
Structure (SMILES): NCCCNC=O
HOMO in eV: -9.4
DFT total energy in eV: -9336.714

---

# 5
Density functional theory data (the ωB97M-V functional and the def2-TZVPD basis) for a structure of composition C41H56FeNO5P2S3Si.

```
! wB97M-V def2-TZVPD RIJCOSX def2/J DEFGRID3
* xyz -1 5
Fe -0.32087 0.39818 1.08770
C 0.08413 6.17977 1.64039
C 0.34306 4.81205 1.04517
O -0.46357 3.83198 1.70958
P 0.18888 2.73071 2.68371
S -1.28846 1.53839 3.21281
S 1.68295 1.79447 1.76397
O 0.76310 3.65504 3.87175
C 0.60801 3.27578 5.25048
C 1.58007 2.18366 5.63920
H 0.65261 6.94106 1.10088
H 0.37985 6.19848 2.68977
H -0.97733 6.42427 1.57361
H 1.39687 4.53250 1.11048
H 0.05367 4.78068 -0.00653
H -0.42485 2.97181 5.41663
H 0.80341 4.19178 5.80745
H 1.38535 1.26853 5.07944
H 1.47285 1.96266 6.70331
H 2.60609 2.49839 5.44613
C 2.30608 0.42951 -3.83233
C 1.44756 -0.09819 -2.66726
C -0.00476 -0.28029 -3.14519
C 1.39101 1.07045 -1.67857
Si 2.12123 -1.75338 -1.90668
C 3.96474 -1.62424 -1.40933
C 4.37639 -2.81247 -0.52432
C 4.90477 -1.56348 -2.62416
C 4.21477 -0.36285 -0.56506
C 1.79555 -3.22118 -3.14779
C 2.74316 -4.43329 -3.04284
C 0.35772 -3.73134 -2.94824
C 1.92788 -2.79026 -4.62039
H 1.75151 1.22570 -4.34293
H 2.57166 -0.31600 -4.57671
H 3.23316 0.87444 -3.46738
H -0.41213 0.69822 -3.43007
H -0.63136 -0.67181 -2.34544
H -0.11698 -0.93351 -4.00903
H 1.16617 1.98004 -2.25561
H 2.32287 1.26423 -1.15413
H 0.61516 1.04716 -0.90589
H 4.20434 -3.78610 -0.98057
H 3.84497 -2.80246 0.42788
H 5.44838 -2.73264 -0.30479
H 4.87471 -2.45922 -3.24562
H 5.93524 -1.45327 -2.26556
H 4.69254 -0.70873 -3.26585
H 3.51136 -0.26671 0.26711
H 4.17061 0.55040 -1.15739
H 5.22207 -0.42451 -0.13665
H 2.59186 -5.04180 -2.15770
H 3.79624 -4.15952 -3.06875
H 2.56100 -5.08302 -3.90711
H 0.17343 -4.09888 -1.93773
H 0.17475 -4.55837 -3.64617
H -0.38904 -2.96266 -3.14580
H 2.95529 -2.51663 -4.87671
H 1.28124 -1.96587 -4.90132
H 1.65875 -3.64689 -5.24883
C -3.73873 -1.86379 -3.72541
C -3.15381 -2.53138 -2.65343
C -2.76435 -1.82329 -1.53094
C -2.96308 -0.44335 -1.45158
C -3.55274 0.21384 -2.52127
C -3.93645 -0.49442 -3.65530
P -2.37142 0.33318 0.11548
C -2.79877 2.10154 -0.12232
C -2.15388 2.78613 -1.15497
C -2.34657 4.14570 -1.33614
C -3.16109 4.85195 -0.45954
C -3.78306 4.18598 0.58503
C -3.60950 2.81865 0.74951
C -3.72036 -0.31031 1.17552
C -5.06305 -0.11820 0.84815
C -6.06060 -0.65885 1.63925
C -5.72471 -1.41518 2.75878
C -4.39455 -1.62457 3.07836
C -3.38961 -1.07070 2.29126
H -4.03504 -2.41256 -4.61105
H -2.98987 -3.60115 -2.70018
H -2.28575 -2.34141 -0.70439
H -3.71700 1.28346 -2.48044
H -4.39224 0.03165 -4.48568
H -1.48847 2.24547 -1.82115
H -1.84803 4.65760 -2.15112
H -3.30049 5.91910 -0.58532
H -4.40227 4.73365 1.28509
H -4.08524 2.31533 1.57996
H -5.32734 0.45614 -0.03309
H -7.10104 -0.49889 1.38210
H -6.50753 -1.84499 3.37253
H -4.12143 -2.22188 3.93940
H -2.35453 -1.25340 2.55419
O 1.17943 -1.93396 -0.52333
C 1.11533 -2.35104 0.77239
N 0.45196 -1.48130 1.58706
S 0.46977 -1.64256 3.20454
O 1.78366 -2.66631 3.40283
O -0.68896 -2.43920 3.62206
C 1.84907 -3.76131 2.58976
C 2.28389 -4.95436 3.11864
C 2.51955 -6.05121 2.28371
C 2.29024 -5.91912 0.91486
C 1.83452 -4.72781 0.39121
C 1.59394 -3.59804 1.20530
H 2.46918 -5.00475 4.18437
H 2.87246 -6.98685 2.69793
H 2.45724 -6.76312 0.25449
H 1.62181 -4.64598 -0.65827
*
```

Computed properties:
Molecular weight in g/mol: 884.98
HOMO (alpha / beta) in eV: -2.3 / -3.9
DFT total energy in eV: -148507.927

---

# 6
Density functional theory data (the ωB97M-V functional and the def2-TZVPD basis) for an isolated molecule of C6H10O3.

```
! wB97M-V def2-TZVPD RIJCOSX def2/J DEFGRID3
* xyz 0 1
O -0.95490 -1.42105 -1.64362
C -1.12786 -0.74159 -0.39114
C 0.28123 -0.55974 0.12302
C 0.50140 -1.56345 1.29867
C 0.34696 -0.05799 1.53940
O -0.44940 1.12059 1.52704
C 0.17425 1.76740 0.37925
C 0.91612 0.66033 -0.46995
O 0.61516 0.81062 -1.81402
H -1.84825 -1.60272 -2.01656
H -1.64023 0.19866 -0.51886
H -1.83752 -1.31575 0.21663
H 1.49426 -1.83093 1.62148
H -0.29317 -2.27333 1.39423
H 1.39435 0.20190 1.81579
H 0.87721 2.52066 0.72818
H -0.57131 2.29296 -0.20548
H 2.02091 0.65464 -0.27542
H 0.16428 0.04284 -2.19071
*
```

Computed properties:
Molecular weight in g/mol: 130.14
Structure (SMILES): OC[C@]12C[C@@H]1OC[C@@H]2O
HOMO in eV: -8.9
DFT total energy in eV: -12521.959

---

# 7
Density functional theory data (the ωB97M-V functional and the def2-TZVPD basis) for an isolated molecule of C5H8ClN.

```
! wB97M-V def2-TZVPD RIJCOSX def2/J DEFGRID3
* xyz 0 1
C 0.75878 0.78056 -1.30999
C 1.30160 1.67390 -0.52480
C -0.19784 -0.13938 -0.52892
C -0.21251 -1.61911 -0.94690
C -0.68183 0.34516 1.88751
N 0.32135 0.04795 0.89337
Cl 2.40406 2.78698 -0.10897
H 1.01097 0.66877 -2.35115
H -1.25371 0.14022 -0.65485
H -0.91134 -2.07533 -0.28163
H 0.75741 -2.12314 -0.74769
H -0.48874 -1.51076 -1.99614
H -0.67935 -0.62190 2.42699
H -0.44857 1.08507 2.66703
H -1.68027 0.56102 1.57613
*
```

Computed properties:
Molecular weight in g/mol: 117.58
HOMO (alpha / beta) in eV: -8.8 / -7.8
DFT total energy in eV: -19321.949

---

# 8
Density functional theory data (the ωB97M-V functional and the def2-TZVPD basis) for an isolated molecule of C5H10N2O.

```
! wB97M-V def2-TZVPD RIJCOSX def2/J DEFGRID3
* xyz 0 1
C -0.58135 1.63844 -1.58961
C 0.59556 1.33428 -0.67171
C 0.16818 0.30319 0.49972
N -0.11709 0.72240 1.73753
C 0.19164 -1.02960 0.15614
C -0.14306 -2.15578 1.09230
N 0.58683 -1.22025 -1.12795
O 0.68839 -2.36973 -1.58601
H -0.89098 0.73861 -2.11674
H -1.43635 2.01816 -1.02881
H -0.28861 2.38837 -2.32469
H 0.91762 2.23457 -0.14935
H 1.44024 0.96950 -1.25325
H -0.12187 1.70610 1.95124
H -0.34159 0.06112 2.46540
H -0.00929 -3.08925 0.54405
H -1.17628 -2.09290 1.43906
H 0.51804 -2.15724 1.96266
*
```

Computed properties:
Molecular weight in g/mol: 114.15
Structure (SMILES): CC/C(N)=C(/C)N=O
HOMO in eV: -7.9
DFT total energy in eV: -10372.545